Entry 1:
Density functional theory data (ωB97M-V/def2-TZVPD) for a molecular structure, C18H20HfIN6O3.

Last column: natural (NBO) charge in e.
Atoms and positions in Å:
1 Hf 0.0874 -0.1683 0.4009  2.2296
2 O -0.0942 -0.6775 -3.8299  -0.6815
3 C 0.1994 -0.7094 -2.6350  0.6325
4 N 0.1523 0.2900 -1.7374  -0.7848
5 C -0.3626 1.5535 -2.2299  -0.2730
6 C -1.6540 1.9102 -1.5292  0.2600
7 C -2.4538 2.9717 -1.9350  -0.2523
8 C -3.6094 3.2500 -1.2296  -0.1542
9 C -3.9554 2.4508 -0.1478  -0.2570
10 C -3.1135 1.4103 0.1850  0.0628
11 N -1.9841 1.1563 -0.4802  -0.4793
12 C 0.7102 -2.0230 -2.0610  0.1694
13 C 1.0648 -3.0588 -2.9065  -0.2140
14 C 1.5328 -4.2378 -2.3553  -0.1638
15 C 1.6238 -4.3510 -0.9744  -0.2572
16 C 1.2488 -3.2746 -0.1989  0.0774
17 N 0.8011 -2.1408 -0.7334  -0.4851
18 H -0.5471 1.4901 -3.3002  0.2344
19 H 0.3689 2.3463 -2.0584  0.2195
20 H -2.1558 3.5694 -2.7885  0.2150
21 H -4.2366 4.0872 -1.5132  0.2124
22 H -4.8342 2.6488 0.4500  0.2316
23 H -3.3227 0.7603 1.0286  0.2118
24 H 0.9579 -2.9022 -3.9698  0.2464
25 H 1.8292 -5.0628 -2.9929  0.2106
26 H 1.9884 -5.2524 -0.4997  0.2169
27 H 1.3218 -3.2957 0.8812  0.2185
28 C -2.4228 -3.5768 0.7855  -0.6147
29 C -1.8171 -2.3502 1.4402  0.1128
30 C -2.7582 -1.7326 2.4566  -0.6163
31 O -1.4805 -1.3994 0.4564  -0.9208
32 H -2.6282 -4.3543 1.5280  0.1918
33 H -1.7416 -3.9827 0.0320  0.2080
34 H -3.3596 -3.3103 0.2847  0.1995
35 H -0.9221 -2.6659 1.9863  0.1567
36 H -3.6990 -1.4531 1.9707  0.1922
37 H -2.3079 -0.8396 2.8945  0.2211
38 H -2.9791 -2.4362 3.2646  0.1964
39 C 0.9800 0.1944 3.3467  -0.2262
40 O 0.4341 -0.5679 2.2899  -0.9293
41 H 0.1992 0.7804 3.8341  0.1574
42 H 1.7453 0.8779 2.9861  0.1867
43 H 1.4389 -0.4436 4.1052  0.1605
44 N -3.3592 4.1414 2.8248  -0.4971
45 C -2.2727 3.9264 2.4752  0.4561
46 N -1.0192 3.7807 2.0960  -0.6825
47 C -0.4522 2.8013 1.5288  0.6653
48 N 0.1733 1.9747 0.9792  -0.7149
49 I 3.0009 0.0078 0.2422  -0.5492

LUMO energy ... 2.70 eV
Total charge ... -1
Frontier orbital gap ... 7.88 eV

Entry 2:
Density functional theory data (ωB97M-V/def2-TZVPD) for a molecular structure, C18H20HfN7O3S2.

Last column: natural (NBO) charge in e.
Atoms and positions in Å:
1 Hf 0.6533 0.0526 -0.2416  2.2680
2 N 0.0108 -1.4577 -4.8851  -0.7830
3 C 0.4447 -1.2589 -3.6143  0.2363
4 S 1.4641 0.1796 -3.7101  0.6289
5 N 0.2168 -2.1674 -2.7445  -0.3709
6 N 0.6163 -2.0650 -1.4234  -0.4000
7 C 0.6371 -3.2275 -0.8989  0.1970
8 C 0.7154 -3.5478 0.5239  -0.2147
9 C 0.5413 -4.8864 0.8901  -0.1387
10 C 0.4554 -5.2383 2.2271  -0.2323
11 C 0.4739 -4.2508 3.2372  -0.1448
12 C 0.6069 -2.9272 2.8331  -0.2834
13 C 0.7603 -2.5605 1.5111  0.4136
14 O 0.8931 -1.2431 1.2387  -0.8768
15 H -0.1152 -0.6324 -5.4503  0.4075
16 H -0.3415 -2.3229 -5.2464  0.4222
17 H 0.4820 -4.0684 -1.5647  0.2114
18 H 0.5090 -5.6787 0.1387  0.2262
19 H 0.3323 -6.2835 2.4893  0.2281
20 H 0.3357 -4.5338 4.2870  0.2341
21 H 0.6000 -2.1693 3.5877  0.2249
22 C -5.0387 0.5627 -1.0466  -0.6249
23 C -4.1857 1.1318 -2.1688  -0.2230
24 N -3.2118 2.0583 -1.6160  -0.5639
25 C -2.1136 1.6796 -0.9366  0.3648
26 S -1.7895 -0.0787 -0.8021  -0.3337
27 N -1.3320 2.6308 -0.4645  -0.4270
28 N -0.2112 2.2045 0.1521  -0.3587
29 C 0.6561 3.0831 0.5389  0.2708
30 C 0.5106 4.5314 0.2417  -0.6842
31 C 1.7101 2.5264 1.4409  0.2026
32 C 2.4979 3.3504 2.2684  -0.2239
33 C 3.4126 2.7448 3.1036  -0.1178
34 C 3.4993 1.3586 3.1416  -0.2419
35 C 2.7330 0.6245 2.2703  0.0923
36 N 1.8464 1.2075 1.4318  -0.5395
37 H -5.7977 -0.1270 -1.4622  0.2230
38 H -4.4114 -0.0575 -0.4285  0.2194
39 H -5.5452 1.3261 -0.4348  0.2192
40 H -3.6884 0.3719 -2.7240  0.2143
41 H -4.7893 1.7136 -2.9232  0.2142
42 H -3.4005 3.0351 -1.6876  0.4181
43 H 0.1717 4.7473 -0.7495  0.2641
44 H -0.3089 4.9507 0.8789  0.2603
45 H 1.4202 5.0560 0.4487  0.2277
46 H 2.4247 4.4305 2.2571  0.2410
47 H 4.0343 3.3412 3.7654  0.2395
48 H 4.2254 0.8318 3.7566  0.2446
49 H 2.7510 -0.4487 2.2372  0.2319
50 O 1.2527 0.9230 -2.2515  -0.5121
51 O 2.3864 0.5775 -1.4215  -0.5509

LUMO energy ... -3.54 eV
Total charge ... +1
Frontier orbital gap ... 7.52 eV

Entry 3:
Density functional theory data (ωB97M-V/def2-TZVPD) for a single C18H20N2O3S molecule.

Last column: natural (NBO) charge in e.
Atoms and positions in Å:
1 O 0.4665 -1.4869 -2.8170  -0.6089
2 O -0.5176 0.5151 4.0067  -0.7265
3 O -0.3880 6.0735 2.7441  -0.5389
4 S 1.0988 -6.8182 -2.3505  0.3997
5 C 0.2573 -2.2390 -1.8733  0.6455
6 C 1.7917 -7.9615 -3.4863  -0.3740
7 C 2.2790 -7.3866 -4.6184  -0.2583
8 C 2.0833 -5.9386 -4.6124  -0.2028
9 C 1.5210 -5.4914 -3.4470  -0.2429
10 C 0.4434 -3.6763 -2.1255  -0.3231
11 C 1.2272 -4.1129 -3.2089  -0.1127
12 C -0.1929 0.7180 -0.9266  -0.2347
13 C -0.3832 1.9818 -0.2736  -0.1975
14 C -1.0138 -0.2746 1.0759  -0.2421
15 C -0.4445 -0.4601 -0.2025  0.1455
16 C -0.8168 2.1307 1.0512  0.1137
17 C -1.1653 0.9718 1.7409  0.0155
18 N -0.2275 -1.8032 -0.6105  -0.6121
19 N -0.8229 3.3896 1.6729  -0.4988
20 C -1.5632 1.0520 3.1866  -0.1012
21 C -1.6110 5.7253 2.1057  -0.0662
22 C 0.7237 5.1725 2.5812  -0.0655
23 C -1.5938 4.5387 1.1297  -0.2214
24 C 0.2365 3.6846 2.6537  -0.2287
25 H 0.3625 0.6281 3.5808  0.4729
26 H 1.9135 -9.0246 -3.3154  0.2406
27 H 2.7600 -7.8872 -5.4441  0.2288
28 H 2.3637 -5.2967 -5.4485  0.2290
29 H 0.0760 -4.4259 -1.3860  0.2002
30 H 1.6623 -3.3734 -3.8872  0.2471
31 H 0.1685 0.7750 -1.9552  0.2535
32 H -0.1099 2.8368 -0.8657  0.2110
33 H -1.3052 -1.1360 1.6869  0.2052
34 H -0.5812 -2.5746 -0.0221  0.4044
35 H -2.4944 0.5645 3.3698  0.1861
36 H -1.7219 2.0927 3.5101  0.1840
37 H -2.0283 6.6051 1.5379  0.1862
38 H -2.3486 5.4827 2.8857  0.1699
39 H 1.4814 5.3248 3.3740  0.1943
40 H 1.2397 5.4092 1.6583  0.1654
41 H -1.1810 4.8608 0.1350  0.1678
42 H -2.5992 4.2240 0.9654  0.2075
43 H -0.1342 3.5956 3.6529  0.1810
44 H 1.0883 3.0149 2.5711  0.2011

LUMO energy ... -0.40 eV
Total charge ... 0
Frontier orbital gap ... 7.48 eV

Energy above the lowest of the compared OMol25 structures with the same formula, charge and spin per entry: 59.6 0.0 384.5 kJ/mol